The following is a DFT calculation (ωB97M-V/def2-TZVPD) of a 10-piece molecular cluster, C28H57NO29 overall at a distorted geometry.

Positions of all 115 atoms, in Å:
C: -0.577 4.368 -3.242
O: -1.484 3.313 -2.909
C: -1.096 2.062 -3.083
O: 0.001 1.706 -3.441
O: -2.107 1.246 -2.746
C: -3.284 1.735 -2.146
H: -1.180 5.229 -3.095
H: -0.329 4.345 -4.293
H: 0.248 4.348 -2.604
H: -3.625 2.618 -2.613
H: -3.164 1.937 -1.074
H: -4.034 0.953 -2.371
C: -2.184 -7.397 -0.562
O: -1.896 -7.296 0.923
C: -1.354 -8.305 1.618
O: -1.039 -9.433 1.252
O: -1.244 -7.877 2.914
C: -0.798 -8.884 3.794
H: -1.312 -7.853 -1.038
H: -2.265 -6.365 -0.864
H: -3.121 -7.933 -0.662
H: 0.080 -9.484 3.489
H: -1.539 -9.581 4.111
H: -0.430 -8.340 4.672
C: -1.528 -1.560 -3.493
O: -1.242 -1.705 -2.095
C: -0.702 -2.853 -1.659
O: -0.305 -3.683 -2.421
O: -0.850 -2.919 -0.334
C: -0.333 -4.124 0.287
H: -2.319 -0.767 -3.560
H: -1.929 -2.484 -3.849
H: -0.602 -1.308 -4.019
H: -1.150 -4.701 0.781
H: 0.403 -3.788 0.972
H: 0.034 -4.858 -0.482
C: 1.865 -0.992 -3.298
O: 1.902 -0.989 -1.846
C: 2.888 -1.574 -1.255
O: 3.827 -2.137 -1.766
O: 2.667 -1.433 0.113
C: 3.777 -1.820 0.957
H: 1.423 -1.938 -3.596
H: 2.900 -0.869 -3.661
H: 1.234 -0.167 -3.617
H: 4.628 -1.183 0.900
H: 4.015 -2.839 0.706
H: 3.336 -1.689 1.979
C: -4.157 1.018 3.653
O: -4.062 1.602 2.393
C: -3.999 2.945 2.467
O: -4.084 3.559 3.528
O: -3.844 3.454 1.253
C: -3.619 4.869 1.276
H: -5.032 1.482 4.131
H: -3.286 1.241 4.202
H: -4.208 -0.052 3.565
H: -3.013 5.119 2.157
H: -4.522 5.458 1.378
H: -3.171 5.130 0.304
C: 6.579 0.150 -0.497
O: 5.886 0.592 -1.700
C: 4.741 1.308 -1.437
O: 4.424 1.677 -0.301
O: 3.981 1.463 -2.533
C: 2.706 1.992 -2.292
H: 7.474 0.744 -0.422
H: 6.814 -0.855 -0.611
H: 6.023 0.401 0.404
H: 2.778 3.050 -1.979
H: 2.306 1.446 -1.439
H: 2.198 1.977 -3.225
C: 5.863 3.861 1.699
O: 4.551 3.558 2.281
C: 4.432 2.369 2.855
O: 5.258 1.534 2.935
O: 3.177 2.421 3.368
C: 2.888 1.295 4.275
H: 6.542 4.328 2.376
H: 5.713 4.441 0.806
H: 6.396 2.985 1.454
H: 3.620 1.325 5.112
H: 2.934 0.362 3.683
H: 1.895 1.450 4.745
C: 0.024 5.285 2.839
O: -0.516 5.694 1.543
C: 0.298 5.631 0.535
O: -0.055 5.722 -0.645
O: 1.546 5.363 0.836
C: 2.482 5.101 -0.135
H: -0.848 5.240 3.553
H: 0.706 5.995 3.227
H: 0.517 4.362 2.695
H: 2.944 4.123 0.120
H: 3.258 5.894 -0.152
H: 2.043 5.192 -1.097
C: -4.104 -2.104 0.410
O: -4.788 -3.069 -0.423
C: -5.100 -2.769 -1.688
O: -4.978 -1.699 -2.279
O: -5.668 -3.856 -2.252
C: -5.857 -3.803 -3.686
H: -4.734 -1.239 0.655
H: -3.192 -1.843 -0.073
H: -3.738 -2.621 1.319
H: -6.840 -3.262 -3.917
H: -5.708 -4.826 -4.091
H: -5.108 -3.056 -4.054
C: 0.007 0.575 0.394
N: -0.297 1.878 1.137
O: -1.014 1.788 2.140
O: 0.108 2.895 0.697
H: -0.909 0.288 -0.038
H: 0.331 -0.143 1.118
H: 0.802 0.829 -0.328

As for the SMILES: C[N+](=O)[O-].COC(=O)OC.COC(=O)OC.COC(=O)OC.COC(=O)OC.COC(=O)OC.COC(=O)OC.COC(=O)OC.COC(=O)OC.COC(=O)OC. The value obtained for the max |F| is 0.0770 Eh/bohr. The value obtained for the HOMO energy is -0.3828 Eh. The energy relative to the best compared isomer or geometry (same formula, charge and spin) is 0.00 kJ/mol. The frontier orbital gap is 10.854 eV. The lowest unoccupied orbital energy is 0.438 eV.